Entry one
A 2-piece molecular cluster, C8H13NS overall, computed with ωB97M-V/def2-TZVPD.

The HOMO-LUMO gap comes out at 7.18 eV. The HOMO energy is -0.27916 Ha. Its spin multiplicity is 1. As for the structure (SMILES): C=CN1C[C@@H](C)C1=C.C=S.

Element x y z (Å)
1 C 1.42248 -2.51818 -0.92498
2 C 0.85887 -1.69297 -0.03174
3 N 0.02736 -0.65142 -0.22737
4 C -0.36190 -0.00346 -1.42099
5 C -0.94540 1.13938 -0.57907
6 C -2.50530 1.32226 -0.86953
7 C -0.53064 0.32757 0.60617
8 C -0.63547 0.49993 1.92137
9 H 0.98769 -2.38382 -1.93736
10 H 2.05630 -3.23577 -0.60337
11 H 1.18682 -1.55792 0.97203
12 H -0.95359 -0.64858 -2.09815
13 H 0.43586 0.30759 -2.10975
14 H -0.38913 2.10045 -0.60110
15 H -2.78675 0.34636 -1.11241
16 H -2.64036 1.96074 -1.73004
17 H -2.93170 1.83792 0.09840
18 H -0.18992 -0.04945 2.65705
19 H -1.28277 1.47424 2.26358
20 C 3.51993 0.97145 1.17360
21 S 2.81183 0.93788 -0.27294
22 H 3.01734 0.45897 2.06894
23 H 4.29166 1.71922 1.46614



Entry two
One molecule with the formula C8H13NS, computed with ωB97M-V/def2-TZVPD.

The HOMO-LUMO gap (spin up / spin down) comes out at 7.68 / 7.68 eV. The HOMO energy (spin up / spin down) is -0.26177 / -0.26181 Ha. Its spin multiplicity is 1.

Element x y z (Å)
1 C 0.54698 1.73135 1.09884
2 C 3.17784 0.46176 0.76457
3 C 0.22070 0.65484 0.46475
4 C 2.46941 -0.57563 0.50525
5 C -2.04610 1.29573 -0.48556
6 C -1.72981 -0.97472 0.58610
7 C -0.54648 -0.44600 -1.49004
8 C -1.08314 0.18151 -0.19108
9 N 2.19064 -1.78900 0.17537
10 S 2.36928 1.99956 1.33690
11 H 0.13515 2.64040 1.35432
12 H 4.21041 0.55171 0.88890
13 H -1.79377 1.97764 -1.25301
14 H -2.98613 0.89835 -0.99015
15 H -2.41764 1.91441 0.42784
16 H -1.73103 -0.70826 1.70343
17 H -2.73244 -1.26518 0.32654
18 H -1.09429 -1.94076 0.43005
19 H -0.44583 -1.59496 -1.36101
20 H -1.35425 -0.56914 -2.31302
21 H 0.38211 -0.00711 -1.81189
22 H 2.43080 -2.64981 0.59628
23 H 1.82759 -1.78667 -0.76338



entry one takes first place; second place is 39.2 kcal/mol up.



Entry one
A 2-piece molecular cluster, C7H13N3O overall, computed with ωB97M-V/def2-TZVPD.

The HOMO-LUMO gap comes out at 9.74 eV. The HOMO energy is -0.33474 Ha. Its spin multiplicity is 1. As for the structure (SMILES): Cc1c[nH]cn1.CCC(N)=O.

Element x y z (Å)
1 C -3.40503 0.77650 0.85752
2 C -2.44240 -0.29700 0.39247
3 C -2.56803 -1.16452 -0.65389
4 N -1.40012 -1.92399 -0.66077
5 C -0.68672 -1.51598 0.40345
6 N -1.24332 -0.53723 1.05678
7 H -3.29681 0.87869 1.95257
8 H -4.43486 0.59008 0.63898
9 H -3.09021 1.74760 0.45831
10 H -3.38149 -1.20706 -1.36366
11 H -1.15329 -2.63989 -1.32074
12 H 0.15287 -2.08191 0.78300
13 C 3.73490 -0.15150 -0.44795
14 C 2.20019 -0.00951 -0.42115
15 C 1.74750 1.46370 -0.24112
16 N 0.62800 1.73641 0.46299
17 O 2.53512 2.22600 -0.77702
18 H 4.12527 0.41526 0.38426
19 H 4.16101 0.03946 -1.42039
20 H 3.94315 -1.16789 -0.03830
21 H 1.80418 -0.27125 -1.41039
22 H 1.73108 -0.78994 0.13940
23 H 0.40907 2.71085 0.28622
24 H -0.07004 1.17315 0.93944



Entry two
A 2-piece molecular cluster, C7H13N3O overall, computed with ωB97M-V/def2-TZVPD.

The HOMO-LUMO gap comes out at 9.21 eV. The HOMO energy is -0.30588 Ha. Its spin multiplicity is 1. As for the structure (SMILES): Cc1c[nH]cn1.CCC(N)=O.

Element x y z (Å)
1 C 3.03840 0.14620 -1.59971
2 C 2.17303 -0.74586 -0.78369
3 C 2.43332 -1.49123 0.33329
4 N 1.27145 -2.14633 0.62353
5 C 0.37165 -1.81573 -0.34421
6 N 0.87923 -0.98016 -1.19831
7 H 3.71117 -0.29204 -2.34305
8 H 3.62038 0.79770 -0.94841
9 H 2.40776 0.82419 -2.16327
10 H 3.34078 -1.55382 0.90184
11 H 1.14418 -2.85843 1.32009
12 H -0.62021 -2.23690 -0.30282
13 C -1.91323 0.74049 2.19766
14 C -2.42337 0.62402 0.76286
15 C -1.51610 1.34947 -0.21407
16 N -2.05133 1.65671 -1.42912
17 O -0.34464 1.54859 0.02668
18 H -1.86637 1.75685 2.58145
19 H -0.89485 0.38662 2.24257
20 H -2.50832 0.14408 2.87670
21 H -2.35133 -0.42248 0.46847
22 H -3.46012 0.94240 0.75020
23 H -1.45299 2.18083 -2.04649
24 H -2.98849 1.44483 -1.71221



entry two takes first place; second place is 10.9 kcal/mol up.